24
Properties=species:S:1:pos:R:3:mulliken_charge:R:1 method="wB97M-V/def2-TZVPD" lumo_energy_ha=-0.1417 spin_multiplicity=1 de_lowest_kcal_mol=63.1 charge=+1 e_tot_ev=-16472.2204
H 1.23 1.46 -1.29 0.397
C 0.73 -2.25 -1.26 -0.443
H 0.62 -3.35 -1.31 0.378
H -0.63 0.80 -0.58 0.306
H -1.83 2.13 0.05 0.349
C 0.60 -1.64 -2.47 -0.572
N -1.60 -0.29 1.99 -0.360
C 0.65 -0.24 -2.46 -0.514
H 1.24 -2.04 0.83 0.295
C 0.92 -0.14 -0.03 0.509
H -2.53 0.66 0.11 0.364
C -1.29 0.94 1.62 0.408
H 0.61 -2.33 -3.32 0.363
H -1.52 -1.10 1.49 0.219
O -1.20 1.93 2.27 -0.531
N 1.38 1.75 1.23 0.747
H 1.11 0.09 2.27 0.421
H 0.55 0.54 -3.24 0.384
N -1.60 1.13 0.11 -0.320
N 1.54 2.83 1.11 -0.627
C 0.88 -1.49 -0.11 -0.352
H -1.55 -0.43 3.01 0.289
C 1.01 0.54 1.23 -0.697
C 0.67 0.50 -1.27 -0.016